[1]
ORCA calculation (ωB97M-V/def2-TZVPD) on a structure of composition C10H15BiN5S5Sb.

Structure (XYZ):
```
37
C10H15BiN5S5Sb ωB97M-V/def2-TZVPD
Bi 2.8309 0.0640 -0.6208
S 4.8617 -2.9760 1.0101
Sb 5.5553 -0.7938 1.1676
S 5.3236 0.0158 -1.1608
S 3.4004 0.4152 1.7956
N 1.1654 4.1720 -1.2992
C 0.1701 3.2245 -1.2739
N 0.2584 2.1327 -0.5887
C -0.8203 1.3054 -0.8288
C -1.7403 1.7906 -1.7003
S -1.2323 3.3322 -2.2928
C -0.6748 -1.1110 -0.8823
C -1.4189 -1.5563 -1.9275
S -0.7022 -2.9962 -2.5806
C 0.5261 -2.9081 -1.3505
N 0.4045 -1.8969 -0.5504
N 1.5966 -3.7380 -1.3003
H 1.8867 3.9920 -0.6155
H 0.8846 5.1358 -1.3656
H -2.6760 1.3467 -1.9922
H -2.3165 -1.1320 -2.3408
H 1.5767 -4.6417 -1.7317
H 2.2936 -3.5522 -0.5873
C -0.7870 -1.1646 1.9979
C -1.3622 0.0336 1.2465
C -0.9426 1.3012 1.9872
C -2.8903 -0.0637 1.2055
N -0.8608 0.0742 -0.1563
H -1.1670 -1.1341 3.0213
H 0.3014 -1.1302 2.0230
H -1.0901 -2.1117 1.5526
H -1.3192 1.2397 3.0098
H -1.3583 2.2008 1.5302
H 0.1428 1.3949 2.0154
H -3.3076 -0.0676 2.2149
H -3.1986 -0.9834 0.7034
H -3.3136 0.7864 0.6652
```

Energy (eV): -84621.69878
<S²>: 0.754
Spin multiplicity: 2
Total charge: -1



[2]
ORCA calculation (ωB97M-V/def2-TZVPD) on a structure of composition C10H15CaClN5O4 at a distorted geometry.

Structure (XYZ):
```
36
C10H15CaClN5O4 ωB97M-V/def2-TZVPD
Ca -0.2131 -0.4553 1.0268
Cl 3.6293 -0.0729 1.7428
O 4.2327 1.1725 2.1230
O 3.9661 -0.4125 0.3852
O 3.9868 -1.1307 2.6254
O 2.1723 0.1113 1.7844
C 2.8650 2.0031 -1.6244
C 1.5850 1.4797 -1.2008
N 0.5790 1.0978 -0.8013
H 3.6484 1.5554 -1.0041
H 2.8889 3.0818 -1.4880
H 3.1120 1.7332 -2.6496
C -3.2855 -4.3346 0.8921
C -2.3274 -3.2584 1.1077
N -1.6134 -2.3859 1.2911
H -4.0530 -3.9649 0.2112
H -3.7612 -4.5065 1.8591
H -2.8511 -5.2443 0.4934
C 2.8296 -2.2700 -2.3582
C 1.7519 -2.1103 -1.3834
N 0.9054 -1.9858 -0.6175
H 3.8067 -2.0517 -1.9374
H 2.6269 -1.6466 -3.2251
H 2.8055 -3.3216 -2.6529
C -1.3704 4.1797 2.8075
C -1.1955 2.8518 2.2464
N -1.0601 1.8034 1.8103
H -1.4912 4.8721 1.9725
H -0.4378 4.4749 3.2930
H -2.1812 4.2357 3.5247
C -3.9416 0.8942 -2.0368
C -2.9734 0.4287 -1.0466
N -2.2165 0.0708 -0.2635
H -4.1175 0.1231 -2.7819
H -3.4579 1.7211 -2.5645
H -4.8439 1.2615 -1.5607
```

Energy (eV): -57205.15174
Spin multiplicity: 1
Total charge: +1



[3]
ORCA calculation (ωB97M-V/def2-TZVPD) on an isolated molecule of C10H15Cl2P at a distorted geometry.

Structure (XYZ):
```
28
C10H15Cl2P ωB97M-V/def2-TZVPD
C -0.0376 -0.2564 -0.4745
C 0.9030 -0.2402 0.2793
C -1.0541 -0.1401 -1.4326
C -2.3479 -0.4170 -1.2511
C -3.3941 -0.1877 -2.2894
C -2.8220 -0.9918 0.0497
C 3.1545 -0.9732 0.8598
C 1.4262 -0.5145 2.6418
C 2.3657 1.3695 1.2976
C 1.9595 -0.1084 1.2652
P -1.2722 2.3043 -3.8354
Cl -0.4481 0.5082 -3.0057
Cl -0.2247 3.6268 -2.7197
H -4.3613 -0.0352 -1.8181
H -3.4671 -1.0542 -2.9471
H -3.1542 0.6766 -2.9071
H -1.9967 -1.3894 0.6331
H -3.3181 -0.2191 0.6385
H -3.5474 -1.7813 -0.1377
H 2.8677 -2.0202 0.7865
H 3.5323 -0.6459 -0.1065
H 3.9506 -0.8815 1.5957
H 1.1279 -1.5588 2.6582
H 0.5640 0.0944 2.9030
H 2.2006 -0.3647 3.3923
H 2.7037 1.7017 0.3177
H 3.1708 1.5121 2.0148
H 1.5189 1.9860 1.5915
```

Energy (eV): -44943.70968
Spin multiplicity: 1



[4]
ORCA calculation (ωB97M-V/def2-TZVPD) on a structure of composition C10H15Cl3N2NaS at a distorted geometry.

Structure (XYZ):
```
32
C10H15Cl3N2NaS ωB97M-V/def2-TZVPD
Na -0.4407 -0.9262 0.2043
Cl -1.8006 1.3839 0.0978
C -2.9795 0.8180 -1.0178
C -4.2933 1.1852 -0.8174
C -5.2838 0.7222 -1.6692
C -4.9339 -0.1109 -2.7214
C -3.6153 -0.4524 -2.9189
Cl -3.2279 -1.4822 -4.2493
C -2.5682 -0.0095 -2.0827
S -0.9424 -0.3920 -2.3986
H -4.5377 1.8420 0.0057
H -6.3151 1.0080 -1.5219
H -5.6852 -0.4901 -3.3978
N 1.9610 -1.0685 -0.6202
C 3.2788 -1.1141 -0.0140
C 3.6301 0.2239 0.6433
C 3.4179 0.2313 2.1563
C 1.9430 0.2041 2.5394
N 1.2498 1.3256 1.9227
H 1.7357 -1.9695 -1.0278
H 1.9584 -0.4003 -1.3813
H 4.0662 -1.3683 -0.7512
H 3.2610 -1.8955 0.7490
H 2.9994 0.9995 0.2089
H 4.6746 0.4730 0.4367
H 3.8692 1.1388 2.5736
H 3.9181 -0.6274 2.6097
H 1.8598 0.2074 3.6404
H 1.4719 -0.7111 2.1856
H 1.5932 2.1998 2.3123
H 0.2621 1.2597 2.1398
Cl -0.5269 -2.2043 2.1642
```

Energy (eV): -66417.55035
Spin multiplicity: 1
Total charge: -1



[5]
ORCA calculation (ωB97M-V/def2-TZVPD) on a structure of composition C10H15ClNO6P2Y at a distorted geometry.

Structure (XYZ):
```
36
C10H15ClNO6P2Y ωB97M-V/def2-TZVPD
Y -1.4777 -1.0092 -0.8269
N 0.3566 1.0614 1.3436
C -0.0715 0.4037 2.6328
C 0.5712 1.0930 3.8245
P -1.9354 0.4794 2.6741
O -2.1752 1.9028 3.4723
O -2.5202 -0.6079 3.5077
O -2.3868 0.7093 1.2631
P 0.5827 -1.3784 2.4531
O -0.5717 -2.3416 2.9979
O 1.8037 -1.5426 3.2759
O 0.6986 -1.4629 0.9394
H 1.1334 1.7053 1.4418
H -0.4350 1.5017 0.8579
H 0.6586 0.2621 0.7023
H 0.3786 2.1674 3.8093
H 1.6456 0.9020 3.8220
H 0.1613 0.6801 4.7457
H -2.5353 1.6745 4.3396
H -1.4424 -1.8929 3.0999
Cl -2.7053 -4.7479 -1.5767
C -1.8924 -3.8129 -0.2021
H -0.9274 -4.3190 -0.1066
H -2.4808 -4.0984 0.6733
C 0.0998 0.8752 -1.5302
C 0.6522 0.8926 -2.7998
C 1.5390 1.9994 -3.1412
C 2.1152 2.1428 -4.3774
C 1.9096 1.2115 -5.4042
C 1.0968 0.1096 -5.1116
C 0.4889 -0.0453 -3.8907
H 1.7306 2.7363 -2.3675
H 2.7613 2.9979 -4.5706
H 2.3789 1.3127 -6.3761
H 0.9401 -0.6471 -5.8767
H -0.1456 -0.9146 -3.7178
```

Energy (eV): -56532.81999
Spin multiplicity: 1
Total charge: -2



[6]
ORCA calculation (ωB97M-V/def2-TZVPD) on a structure of composition C10H15F3O9PS2 at a distorted geometry.

Structure (XYZ):
```
40
C10H15F3O9PS2 ωB97M-V/def2-TZVPD
F 3.7002 3.4408 3.2759
C 3.6814 2.9215 2.0779
F 4.6135 3.5022 1.3175
F 2.5333 3.1445 1.4646
S 3.9313 1.0883 2.0475
P 5.2583 0.4664 3.6594
S 7.1048 0.8026 3.1773
H 4.6428 0.8623 0.9077
H 4.8787 1.0632 4.8929
H 5.0759 -0.9447 3.7161
C -0.0460 -2.0615 1.6880
C -0.0663 -1.9559 0.1961
O 0.9985 -1.0226 -0.0708
C 1.8326 -1.0782 0.9686
O 2.9233 -0.5405 0.9912
O 1.3392 -1.7868 1.9864
H -0.3404 -3.0449 2.0418
H -0.6709 -1.3096 2.1702
H 0.1659 -2.9022 -0.2949
H -1.0140 -1.5847 -0.1835
C -4.6808 -0.4842 -1.1142
C -5.6744 -0.5816 0.0120
O -5.1514 -1.6616 0.7958
C -3.8302 -1.7481 0.5343
O -3.0626 -2.4323 1.1439
O -3.4756 -0.9612 -0.5081
H -4.5587 0.5273 -1.4779
H -4.9348 -1.1343 -1.9534
H -5.7015 0.3199 0.6277
H -6.6817 -0.8025 -0.3335
C 0.4470 1.6406 -3.2596
C 0.1958 0.2854 -3.8692
O -1.0573 -0.0873 -3.2936
C -1.6965 1.0542 -2.9306
O -2.8307 1.1035 -2.5754
O -0.8741 2.1283 -3.0263
H 0.9946 2.3059 -3.9239
H 0.9745 1.5793 -2.3044
H 0.0875 0.3271 -4.9547
H 0.9691 -0.4384 -3.6190
```

Energy (eV): -68143.80902
Spin multiplicity: 1
Total charge: +1



[7]
ORCA calculation (ωB97M-V/def2-TZVPD) on a cluster of 3 separate species, C10H15IO7 in total.

Structure (XYZ):
```
33
C10H15IO7 ωB97M-V/def2-TZVPD
O -1.5976 0.5708 0.8590
C -1.5831 0.7002 -0.3270
O -1.0156 1.7696 -0.9598
C -2.1846 -0.3257 -1.2757
C -1.9378 -1.7041 -0.7883
C -2.7293 -2.5958 -0.1998
I -4.7073 -2.4486 0.2656
C -1.9132 -3.8070 0.1277
O -2.1707 -4.7286 0.8220
O -0.6801 -3.6474 -0.4912
C -0.5876 -2.3264 -0.8752
O 0.4437 -1.8165 -1.1717
H -1.5028 2.5803 -0.7660
H -1.7884 -0.1857 -2.2804
H -3.2621 -0.1382 -1.2881
C 4.5215 -2.1686 -2.1190
C 3.8464 -0.8655 -2.5045
O 2.6318 -1.0736 -3.2105
H 4.7219 -2.7690 -3.0070
H 5.4644 -1.9829 -1.6020
H 3.8792 -2.7517 -1.4551
H 4.4841 -0.2883 -3.1744
H 3.6633 -0.2568 -1.6114
H 2.0395 -1.5651 -2.6300
C -0.8653 2.7922 3.8336
C -0.7699 3.7599 2.6715
O -1.5817 4.9169 2.8540
H -1.9000 2.4848 3.9862
H -0.2625 1.9029 3.6476
H -0.5118 3.2597 4.7562
H -1.1315 3.2850 1.7605
H 0.2713 4.0552 2.5028
H -1.2844 5.3678 3.6502
```

Energy (eV): -33045.81007
Structure (SMILES): O=C(O)CC1=C(I)C(=O)OC1=O.CCO.CCO
Spin multiplicity: 1



> Number 3 is which compound?

C10H15Cl2P



> Among the records above, which one has the highest spin multiplicity?

C10H15BiN5S5Sb